DFT (wB97M-V/def2-TZVPD) results for 2 unconnected molecules or ions with the total composition C2H10NO.

Summary:
**2S+1**: 2
**LUMO energy (alpha / beta)**: 0.885 / 0.500 eV
**Energy above the lowest of the compared OMol25 structures with the same formula, charge and spin**: 214.5 kJ/mol
**Kohn-Sham gap (alpha / beta)**: 0.1664 / 0.4140 Ha
**Calculated total energy**: -211.98855 Eh

The geometry in XYZ format:
```
14
Properties=species:S:1:pos:R:3:forces:R:3:lowdin_charge:R:1
O -0.72093 -0.14528 1.36258 -1.85 -1.20 3.72 -0.27
N 0.65993 -0.60256 -0.68335 -1.20 5.44 0.83 -0.12
C -1.01477 1.19998 1.88092 2.64 0.30 -3.55 -0.16
C 0.72123 -0.74369 -2.09880 1.56 -1.35 -3.23 -0.27
H -0.91504 -0.77289 2.14770 0.38 1.24 -2.07 0.12
H 1.58233 0.09446 -0.34003 -0.93 -0.91 -0.29 0.07
H -0.23644 0.10872 -0.42344 2.55 -2.10 -0.90 0.15
H 0.54806 -1.30286 -0.00681 -0.02 -1.87 0.56 0.05
H -1.12377 1.26314 2.92535 -0.08 -0.02 1.17 0.05
H -1.80111 1.69067 1.30636 -0.47 -0.44 0.34 0.07
H 1.09060 0.31368 -2.51401 -1.28 -2.20 0.61 0.09
H -0.16978 -1.25977 -2.52211 -0.04 1.48 0.29 0.07
H 1.45328 -1.53303 -2.49829 -0.20 1.35 1.21 0.08
H -0.07360 1.68944 1.46394 -1.06 0.27 1.32 0.07
```
Forces are in eV/Å.

=====

DFT (wB97M-V/def2-TZVPD) results for a molecular structure, C41H38N5O5PPt.

Summary:
**LUMO energy**: -6.408 eV
**Kohn-Sham gap**: 0.2513 Ha
**Calculated total energy**: -2695.42083 Eh
**Total charge**: +2

The geometry in XYZ format:
```
91
Properties=species:S:1:pos:R:3:forces:R:3:lowdin_charge:R:1
Pt 0.27277 0.68131 0.66009 -0.75 0.77 -0.03 1.03
P 0.05344 1.79143 -1.26969 0.44 -0.22 0.05 0.97
O 3.21157 -0.44454 1.98452 0.06 0.07 -0.09 0.11
O 1.87857 -5.31055 0.82493 0.04 -0.01 0.04 0.08
O 0.22874 -1.89538 -1.08345 0.09 0.11 -0.28 0.08
O 1.62073 3.67537 0.84101 0.08 0.07 -0.01 0.13
O -3.56128 -0.39592 -0.71247 -0.01 -0.03 0.03 0.06
N 1.50334 -2.62328 0.70908 0.10 -0.01 0.09 0.17
N -1.62383 0.01772 0.27692 -0.12 0.20 0.18 -0.03
N 1.25720 -1.54782 1.23973 0.20 -0.49 -0.30 0.04
N 2.10555 1.42743 1.09957 0.34 -0.11 0.08 0.00
N 0.33751 0.31667 2.91944 0.06 -0.26 0.10 0.00
C -2.24435 -1.63934 2.02453 -0.04 -0.02 0.02 -0.38
C -1.65722 3.64552 -2.38579 0.01 0.00 0.03 -0.07
C 3.95593 2.95917 1.06358 -0.03 -0.04 -0.07 -0.03
C 4.08435 3.09618 -3.01780 0.00 -0.02 0.01 -0.06
C -1.38774 3.79315 0.01241 0.00 0.03 -0.02 -0.10
C -2.26146 4.87001 0.03849 0.02 -0.02 0.01 -0.06
C -1.73799 -0.10613 -2.19602 -0.06 0.05 0.03 -0.15
C 4.39851 1.60817 1.62088 0.04 -0.01 -0.09 -0.03
C 0.40156 -4.24911 -0.81922 0.01 -0.08 0.02 -0.09
C -1.84268 -0.94018 -4.44305 -0.06 -0.03 -0.01 -0.03
C 0.97842 -5.36374 -0.17026 -0.01 0.00 -0.05 -0.24
C -2.56088 -0.27691 1.39203 0.07 -0.06 0.00 -0.25
C 0.64516 -2.85656 -0.49981 0.01 -0.19 0.14 -0.35
C 3.10889 4.05264 -2.77716 -0.01 -0.02 0.01 -0.05
C 2.45697 2.84271 0.97037 -0.04 -0.18 0.06 -0.42
C 0.61507 -6.65007 -0.57758 -0.02 0.02 -0.01 0.01
C -0.28776 -6.83261 -1.59767 0.01 -0.01 0.02 -0.03
C -3.05150 -1.81340 3.30817 0.02 0.01 0.02 -0.04
C -0.86246 -5.73896 -2.25917 -0.02 0.02 -0.01 -0.06
C 2.62210 1.38076 -2.18462 -0.06 -0.01 0.05 -0.11
C -2.82543 5.33465 -1.14094 -0.02 0.00 -0.02 -0.05
C 2.08818 -1.25922 2.39898 0.03 0.16 0.11 -0.21
C 0.56435 -0.09268 5.65467 0.01 0.00 0.01 0.00
C -0.51577 -4.47444 -1.87191 0.00 -0.01 0.00 -0.01
C -0.40519 1.01359 3.77481 -0.03 0.06 0.08 -0.10
C 1.22785 -0.55972 3.41821 -0.03 0.08 -0.08 -0.22
C -0.32567 0.83709 5.15004 0.02 -0.01 -0.03 -0.01
C -2.27015 -0.13613 -0.83050 0.08 -0.04 -0.01 -0.33
C 1.87948 3.67737 -2.24786 -0.01 0.04 -0.01 -0.06
C -1.08062 3.18162 -1.20061 -0.10 0.01 -0.01 -0.35
C -2.34792 -0.90708 -3.15181 -0.01 0.03 -0.01 0.01
C 3.84096 1.75684 -2.72296 0.03 0.03 -0.01 -0.06
C -0.15849 0.66538 -3.82895 -0.03 0.01 0.05 -0.05
C -2.47078 -2.80822 1.06670 0.02 0.02 0.01 -0.03
C -3.91051 -0.20963 0.68521 -0.02 -0.01 -0.06 -0.03
C -0.64054 0.69143 -2.52729 0.03 -0.01 -0.08 -0.29
C 1.63352 2.34202 -1.95215 -0.02 -0.04 -0.05 -0.37
C -0.75374 -0.15561 -4.77941 0.04 0.01 -0.04 -0.03
C 1.36880 -0.80143 4.76823 -0.02 0.04 0.01 0.03
C 3.14056 0.80368 1.56461 -0.18 0.07 -0.02 -0.31
C -2.52409 4.72428 -2.35238 -0.01 0.02 0.02 -0.05
H -2.79837 -2.75459 3.79567 0.00 0.00 0.00 0.09
H -1.56516 -5.89595 -3.06485 0.00 0.00 0.00 0.11
H -3.53265 -2.96916 0.87102 0.00 0.01 0.00 0.09
H -2.08867 -3.73034 1.50629 0.00 0.00 -0.01 0.10
H 2.56940 -2.15461 2.78606 -0.03 0.00 0.05 0.17
H -1.08174 1.74199 3.34587 0.01 -0.01 0.00 0.12
H -4.12462 -1.83544 3.10644 0.00 0.00 -0.01 0.09
H -1.18235 -1.61451 2.28758 -0.03 0.00 -0.01 0.10
H 1.12093 4.42581 -2.05698 0.01 0.00 0.00 0.12
H -1.96758 -2.66367 0.10920 -0.01 0.00 0.01 0.06
H -1.43524 3.16413 -3.33074 0.00 0.01 0.00 0.11
H 0.64303 -0.26177 6.72003 0.00 0.00 0.00 0.13
H 4.24470 3.82170 1.65808 -0.01 -0.01 0.01 0.14
H -0.95603 1.42440 5.80256 0.00 0.00 0.00 0.13
H 4.77300 1.64646 2.64397 -0.03 0.00 0.02 0.15
H -3.20746 -1.50498 -2.88028 0.01 0.00 -0.01 0.13
H -3.50564 6.17562 -1.11826 0.00 0.00 0.00 0.12
H -0.55229 -7.83886 -1.89510 0.00 0.00 0.00 0.12
H 2.09119 -1.52512 5.12130 0.00 0.00 0.00 0.13
H -0.92017 3.43833 0.92153 -0.01 0.00 0.00 0.07
H 4.59747 1.01021 -2.92769 -0.01 0.00 0.01 0.11
H 1.07130 -7.48824 -0.06975 0.00 0.00 0.00 0.13
H -4.60360 -0.99682 0.96519 0.00 0.00 0.00 0.13
H -0.36838 -0.16977 -5.79009 0.01 0.00 0.00 0.12
H 2.13500 -4.39571 1.00789 -0.02 0.01 -0.01 0.07
H 2.42087 0.33663 -1.96399 0.01 -0.01 0.00 0.11
H -2.30790 -1.57152 -5.18778 -0.01 0.00 0.00 0.12
H 5.15953 1.11393 1.01452 0.02 -0.01 0.05 0.15
H 5.03530 3.39063 -3.44194 0.00 0.00 0.00 0.12
H -0.93698 -3.60745 -2.36473 0.01 0.00 0.00 0.11
H -2.86159 -1.00459 4.01761 0.00 0.00 0.00 0.08
H -4.39693 0.76127 0.76714 0.00 0.00 0.01 0.14
H 3.29911 5.09205 -3.00788 0.00 0.00 0.00 0.12
H -2.49627 5.35243 0.97778 0.00 0.00 0.00 0.11
H 0.67941 1.28900 -4.11060 0.00 -0.01 -0.01 0.11
H -2.96867 5.08696 -3.26913 0.00 0.00 0.00 0.12
H -2.47159 0.50661 2.14422 -0.06 -0.02 -0.01 0.12
H 4.31767 3.10739 0.04310 0.02 0.07 0.00 0.13
```
Forces are in eV/Å.

=====

DFT (wB97M-V/def2-TZVPD) results for a molecular structure, C44H38CaNO4P2S4SbSe4.

Summary:
**LUMO energy**: 3.410 eV
**Energy above the lowest of the compared OMol25 structures with the same formula, charge and spin**: 50.4 kJ/mol
**Kohn-Sham gap**: 0.2016 Ha
**Calculated total energy**: -14854.56343 Eh
**Total charge**: -2

The geometry in XYZ format:
```
99
Properties=species:S:1:pos:R:3:forces:R:3:lowdin_charge:R:1
Sb -0.51481 -5.70420 2.28583 0.10 0.06 -0.03 -0.32
Se 1.40751 -5.90866 0.81552 -0.01 0.00 0.04 -0.27
Se -0.63906 -3.06357 1.52311 -0.75 -0.53 -0.17 0.05
Se -2.69212 -6.37720 1.54092 -0.03 -0.11 -0.03 -0.27
Se -0.03910 -5.66789 4.64103 0.02 -0.07 0.06 -0.21
Ca 0.90837 -0.82654 1.73660 -0.53 0.48 -0.03 0.93
S -0.92386 0.92793 2.77339 -0.29 0.04 -0.03 0.37
S -2.28147 0.51187 5.33260 0.02 -0.02 0.07 0.93
S -2.63682 -2.16931 1.90854 0.19 0.10 -0.06 0.37
S -3.53132 -2.03770 4.70362 0.02 -0.03 0.05 0.96
P -2.24305 -0.13761 -0.86884 0.03 0.14 -0.06 1.05
P 0.86216 1.27054 -0.67030 0.19 0.02 0.09 1.04
O 2.98937 -0.38467 1.12105 0.55 0.18 -0.10 -0.21
O 2.03923 -2.04398 3.06797 0.32 -0.10 0.30 -0.25
O 5.03680 -5.50572 4.19244 0.02 0.06 -0.02 -0.08
O -3.91191 -0.74811 6.97945 0.04 -0.05 0.05 -0.10
N -1.43500 2.34750 -2.01836 -0.08 -0.03 0.06 -0.19
C 3.09820 3.05910 -0.63133 0.04 -0.01 -0.02 -0.09
C -6.11296 1.73319 0.87297 -0.01 0.04 0.01 -0.10
C 4.73224 -4.28301 3.70257 0.04 -0.07 0.03 -0.28
C -3.40864 -3.69927 -3.57356 0.00 -0.03 -0.02 -0.09
C -2.31404 -3.76282 -2.72904 0.00 0.00 0.02 -0.06
C -2.57646 5.82306 -2.54136 0.01 0.02 0.02 -0.10
C -1.96586 -0.11742 3.72585 0.20 0.12 -0.10 -1.15
C -3.35945 -0.76800 5.90356 -0.09 0.07 -0.09 -1.05
C 2.67917 -0.02455 -2.27945 -0.02 -0.04 0.00 -0.09
C -3.86809 -1.46443 -2.81565 0.00 0.03 0.01 -0.11
C -0.36609 2.60483 -1.07292 -0.01 0.05 0.00 -0.34
C 5.25968 0.22356 1.22795 0.07 -0.07 -0.07 -0.01
C 2.06958 2.44601 0.07822 -0.08 0.02 -0.06 -0.37
C 1.91043 1.17249 -4.66175 0.01 -0.02 0.01 -0.09
C -3.82498 0.59470 -0.28698 -0.04 -0.09 0.09 -0.36
C 1.91528 2.74082 1.43101 0.02 0.02 0.05 -0.11
C 4.32318 -1.80468 2.45497 0.08 -0.05 0.04 -0.11
C -2.06120 3.45082 -2.57443 0.00 -0.03 -0.03 -0.24
C -1.90171 1.00482 -2.32811 0.03 0.03 -0.04 -0.32
C 3.92690 -6.35242 4.50219 -0.03 0.04 -0.03 -0.08
C -2.55598 -1.29595 3.43823 -0.08 -0.04 -0.02 -1.06
C -6.09050 0.38593 0.54624 0.00 -0.02 -0.01 -0.09
C -4.18239 -2.54459 -3.62335 0.00 0.01 0.00 -0.10
C 5.85243 -3.51773 3.26147 -0.02 0.05 -0.01 -0.03
C 1.65209 0.92038 -2.27652 -0.04 0.02 -0.01 -0.38
C 3.32316 -0.35411 -3.46033 0.03 -0.02 -0.03 -0.08
C -3.42328 4.46880 -4.30610 -0.01 -0.01 -0.02 -0.10
C -3.31943 5.71621 -3.70571 -0.01 0.01 -0.01 -0.12
C -4.96008 -0.17629 -0.02684 0.11 -0.05 -0.04 -0.11
C 3.96565 3.93742 0.00335 0.01 0.00 0.00 -0.10
C 3.80947 4.22035 1.35314 -0.01 0.00 0.00 -0.10
C 2.77828 3.62358 2.06403 0.01 0.00 0.01 -0.07
C -3.85643 1.94211 0.07051 -0.01 0.03 0.00 -0.09
C -2.77600 -1.52138 -1.94686 0.01 -0.06 0.00 -0.38
C 3.46114 -3.79335 3.62394 0.00 0.07 0.09 0.05
C 1.26980 1.51284 -3.47707 0.06 0.08 -0.03 -0.09
C -1.95556 4.71884 -1.97981 0.00 0.02 0.02 -0.04
C 5.63526 -2.31910 2.65969 0.02 -0.04 0.00 -0.05
C -2.80670 3.35673 -3.76312 0.00 0.00 -0.01 -0.03
C 4.10976 -0.68589 1.61149 -0.03 0.03 0.03 -0.37
C -4.99034 2.50941 0.63141 0.00 0.01 0.02 -0.09
C 2.93901 0.24222 -4.65473 -0.01 0.01 -0.01 -0.10
C 3.21541 -2.51851 3.04502 0.05 -0.06 -0.09 -0.34
C -1.99434 -2.67316 -1.92788 -0.01 -0.05 0.10 -0.10
H 2.64622 3.83103 3.11835 0.00 0.00 0.00 0.11
H -1.72014 -4.66420 -2.65611 0.01 -0.01 -0.01 0.11
H -3.67165 -4.55444 -4.18418 0.00 0.00 -0.01 0.10
H -0.72609 2.90886 -0.07567 -0.08 -0.05 -0.04 0.09
H 3.26797 -6.46156 3.63746 0.00 -0.02 0.03 0.07
H -6.98950 2.17099 1.33461 -0.01 -0.01 -0.01 0.09
H 4.36093 -7.31036 4.77787 -0.03 -0.02 0.00 0.08
H 4.85951 1.06349 0.66405 -0.01 0.03 0.01 0.06
H 3.23796 2.84073 -1.68332 -0.02 -0.01 0.00 0.10
H -5.04092 -2.49376 -4.28238 0.00 0.01 0.00 0.09
H -3.80590 6.58137 -4.13612 0.00 0.00 0.00 0.09
H 0.22353 3.44470 -1.45515 -0.01 0.00 0.02 0.09
H 3.34380 -5.94959 5.33334 0.01 -0.02 -0.03 0.08
H -2.98376 2.56320 -0.06500 0.09 0.03 -0.01 0.08
H -1.18893 0.47613 -2.97677 -0.02 -0.04 0.09 0.09
H -4.95423 -1.23372 -0.25336 0.03 -0.06 -0.01 0.10
H 3.43412 -0.02643 -5.57957 0.00 0.00 0.00 0.10
H -1.41150 4.84326 -1.05440 0.00 -0.01 -0.01 0.10
H 5.98943 -0.30302 0.60950 -0.02 -0.01 -0.02 0.08
H 6.84423 -3.93137 3.38135 0.01 0.00 -0.01 0.10
H -3.98796 4.35298 -5.22363 0.00 0.01 0.00 0.10
H -6.94940 -0.24027 0.75381 0.00 0.00 0.00 0.10
H 4.76818 4.39698 -0.56090 0.01 0.01 0.01 0.10
H 2.58969 -4.33180 3.97352 -0.03 -0.04 -0.01 0.06
H 0.46795 2.24141 -3.49522 0.01 -0.02 0.00 0.10
H -1.15385 -2.74311 -1.24695 -0.04 -0.01 0.00 0.04
H 5.78266 0.58819 2.11283 -0.01 -0.01 0.01 0.09
H 4.11615 -1.09109 -3.44904 0.00 0.00 -0.01 0.10
H -2.88811 2.41163 -4.28026 0.00 0.02 -0.01 0.10
H 4.49035 4.89999 1.85013 0.01 0.00 0.00 0.09
H -4.98109 3.55784 0.90266 -0.01 0.01 0.00 0.10
H -4.48518 -0.57372 -2.85016 -0.04 0.01 0.03 0.10
H 6.48518 -1.76228 2.28351 0.00 -0.01 0.00 0.10
H 1.59769 1.63476 -5.58990 0.01 0.00 -0.01 0.10
H 1.12286 2.27922 2.01285 0.01 0.01 -0.02 0.02
H 2.97107 -0.49786 -1.34796 -0.01 0.01 0.00 0.10
H -2.48119 6.78007 -2.04243 -0.01 0.01 -0.01 0.10
H -2.83067 1.08749 -2.88684 0.04 0.00 0.05 0.06
```
Forces are in eV/Å.